[1]
Molecular formula: C3N2O2
Method: DFT, ωB97M-V with the def2-TZVPD basis set

As for the HOMO-LUMO gap: 10.45 eV. The value obtained for the calculated total energy is -374.177942 hartree. Its largest force on an atom is 1.6 eV/Å. The HOMO energy is -10.88 eV.

Structure (XYZ):
```
7
Properties=species:S:1:pos:R:3:forces:R:3
C 0.666251 -0.683145 -0.195491 -0.355 -0.691 0.698
C -1.719077 1.800711 -0.393730 -0.071 -0.036 0.093
C 1.356328 0.463318 -0.185978 0.570 1.000 -0.375
N 1.928171 1.445552 -0.328839 0.442 0.729 0.132
N 0.149286 -1.634951 0.219575 0.043 0.114 -1.355
O -1.964498 1.261246 0.563631 0.034 0.063 -0.097
O -0.416459 -2.652732 0.320829 -0.663 -1.179 0.904
```
Positions in Å, forces in eV/Å.



[2]
Molecular formula: C3N2O4
Method: DFT, ωB97M-V with the def2-TZVPD basis set

As for the HOMO-LUMO gap: 10.35 eV. The value obtained for the calculated total energy is -524.706003 hartree. Its largest force on an atom is 8.4 eV/Å. The HOMO energy is -10.43 eV.

Structure (XYZ):
```
9
Properties=species:S:1:pos:R:3:forces:R:3
C -0.844975 -0.511072 -0.212681 0.498 1.730 4.333
C 0.449459 -0.228523 2.063915 2.031 -7.585 2.981
C 0.426959 0.800784 -1.890978 2.914 -3.178 -0.367
N -0.652211 0.467052 0.498963 -1.630 0.526 -3.012
N -0.361536 0.610717 1.837204 -1.538 3.563 -0.384
O -0.902759 -1.416606 -0.883880 -1.818 -2.795 -1.692
O 0.824612 -1.330356 2.340972 0.567 3.184 -0.587
O 0.248897 1.914929 -1.861832 -1.272 3.133 -0.244
O 0.811553 -0.306925 -1.891684 0.247 1.422 -1.029
```
Positions in Å, forces in eV/Å.



Q: Number 1 is which compound?
A: C3N2O2



What did the second record say?
Molecular formula: C3N2O4
Method: DFT, ωB97M-V with the def2-TZVPD basis set

As for the HOMO-LUMO gap: 10.35 eV. The value obtained for the calculated total energy is -524.706003 hartree. Its largest force on an atom is 8.4 eV/Å. The HOMO energy is -10.43 eV.

Structure (XYZ):
```
9
Properties=species:S:1:pos:R:3:forces:R:3
C -0.844975 -0.511072 -0.212681 0.498 1.730 4.333
C 0.449459 -0.228523 2.063915 2.031 -7.585 2.981
C 0.426959 0.800784 -1.890978 2.914 -3.178 -0.367
N -0.652211 0.467052 0.498963 -1.630 0.526 -3.012
N -0.361536 0.610717 1.837204 -1.538 3.563 -0.384
O -0.902759 -1.416606 -0.883880 -1.818 -2.795 -1.692
O 0.824612 -1.330356 2.340972 0.567 3.184 -0.587
O 0.248897 1.914929 -1.861832 -1.272 3.133 -0.244
O 0.811553 -0.306925 -1.891684 0.247 1.422 -1.029
```
Positions in Å, forces in eV/Å.



Q: Which value of calculated total energy does entry 2 give?
A: -524.706003 hartree



Q: Which of these has the lowest calculated total energy?
A: C3N2O4